A single FH3OP2 molecule at a distorted geometry, computed with ωB97M-V/def2-TZVPD.

**LUMO energy**: 0.080 eV
**HOMO energy**: -0.3298 hartree
**Kohn-Sham gap**: 9.053 eV
**Energy relative to the best compared isomer or geometry (same formula, charge and spin)**: 0.753 eV
**Molar mass**: 99.969 u

Each atom is followed by the atoms it is bonded to, with distances in Å.
Atoms and positions in Å:
1 O -1.541 -0.509 0.406  P3 1.661, H5 0.962
2 F 2.402 0.600 -0.352  P4 1.633
3 P -0.524 0.748 0.030  O1 1.661, P4 2.216, H6 1.338
4 P 1.300 -0.507 0.125  F2 1.633, P3 2.216, H7 1.609
5 H -2.342 -0.459 -0.125  O1 0.962
6 H -0.321 1.211 1.268  P3 1.338
7 H 1.026 -1.085 -1.352  P4 1.609


2 unconnected molecules or ions with the total composition FH3OP2 at a distorted geometry, computed with ωB97M-V/def2-TZVPD.

**LUMO energy**: -1.052 eV
**HOMO energy**: -0.3502 hartree
**Kohn-Sham gap**: 8.478 eV
**Energy relative to the best compared isomer or geometry (same formula, charge and spin)**: 1.614 eV
**Molar mass**: 99.969 u

Each atom is followed by the atoms it is bonded to, with distances in Å.
Atoms and positions in Å:
1 O 0.189 -0.360 2.325  H5 1.013, H6 1.050
2 F -1.133 0.993 -3.300  P4 1.681
3 P 0.159 1.087 -0.682  P4 1.989, H7 1.339
4 P -0.570 -0.071 -2.126  F2 1.681, P3 1.989
5 H 0.954 -1.022 2.274  O1 1.013
6 H -0.644 -0.773 1.837  O1 1.050
7 H 1.044 0.146 -0.328  P3 1.339